[1]
94
Properties=species:S:1:pos:R:3 method="wB97M-V/def2-TZVPD" charge=-1 orbital_gap_ev="4.8 / 5.1" lumo_energy_ev="1.24 / 1.40" de_lowest_kj_mol=476.63
Lu -0.9137 0.3551 -0.1485
I 4.0908 6.5288 -6.2423
C 3.1394 5.1883 -4.9610
C 3.8766 4.5296 -3.9876
C 3.2355 3.6328 -3.1425
C 1.8700 3.3789 -3.2563
C 1.1558 4.0636 -4.2376
C 1.7779 4.9646 -5.0930
C 1.2003 2.3991 -2.3536
C 1.1803 2.7042 -0.9767
C 1.5617 3.9384 -0.3637
C 1.1526 3.8977 0.9458
C 0.5692 2.6128 1.1740
C 0.0781 2.0630 2.3934
C -0.2596 2.9864 3.5111
C -1.5719 3.0123 3.9839
C -1.9519 3.8757 5.0033
C -1.0062 4.7266 5.5575
I -1.5663 6.0432 7.0750
C 0.3089 4.7080 5.1208
C 0.6722 3.8358 4.1020
C -0.0530 0.6842 2.6601
N 0.1108 -0.3140 1.7212
C 0.5487 -1.4431 2.3944
C 1.2229 -2.4886 1.7462
C 2.4276 -3.0608 2.4088
C 2.3161 -4.0191 3.4139
C 3.4260 -4.4616 4.1245
C 4.6736 -3.9451 3.8155
I 6.3411 -4.5584 4.9064
C 4.8232 -3.0105 2.8008
C 3.7011 -2.5747 2.1085
C 1.0518 -2.6151 0.3391
C 1.9286 -2.6697 -0.7183
C 1.1889 -2.4948 -1.9015
C -0.1548 -2.4012 -1.6256
N -0.2648 -2.5440 -0.1947
C -1.1038 -1.8487 -2.5849
C -0.5691 -0.6214 -3.1038
C -0.3320 -0.1516 -4.4380
C 0.4170 0.9908 -4.3357
C 0.5847 1.2746 -2.9367
N -0.0143 0.2751 -2.2251
C -2.3245 -2.4730 -3.0285
C -3.2424 -1.8220 -3.8717
C -4.4266 -2.4275 -4.2607
C -4.7376 -3.7028 -3.8026
I -6.5312 -4.6025 -4.3608
C -3.8531 -4.3772 -2.9718
C -2.6633 -3.7698 -2.6045
C 0.5171 -1.1725 3.8066
C 0.1136 0.1163 3.9742
N 0.5925 1.9199 -0.0125
H 4.9400 4.7021 -3.8937
H 3.8019 3.1102 -2.3811
H 0.0891 3.8905 -4.3262
H 1.2049 5.4860 -5.8478
H 2.0447 4.7644 -0.8633
H 1.2587 4.6861 1.6733
H -2.3002 2.3549 3.5222
H -2.9754 3.8891 5.3527
H 1.0475 5.3555 5.5735
H 1.7063 3.7940 3.7823
H 1.3382 -4.4274 3.6425
H 3.3152 -5.2032 4.9041
H 5.7993 -2.6094 2.5633
H 3.8084 -1.8156 1.3437
H 2.9997 -2.7525 -0.6304
H 1.5838 -2.3793 -2.8993
H -0.6276 -0.6604 -5.3436
H 0.8151 1.5740 -5.1518
H -3.0264 -0.8135 -4.2094
H -5.1145 -1.8982 -4.9069
H -4.0836 -5.3741 -2.6186
H -1.9618 -4.3222 -1.9880
H 0.7952 -1.8724 4.5808
H 0.0182 0.6575 4.9033
Cl 0.4213 -5.4339 0.5623
C -1.0266 -4.5973 0.9648
C -1.2733 -3.3095 0.4749
C -2.5620 -2.8210 0.6288
Cl -2.9908 -1.3224 -0.1070
C -3.5525 -3.5005 1.3305
Cl -5.1238 -2.8233 1.4929
C -3.2536 -4.7277 1.9030
Cl -4.4521 -5.5736 2.8022
C -1.9931 -5.2818 1.7006
Cl -1.6522 -6.8495 2.3356
I -2.9131 4.6974 0.3316
C -2.0410 4.0375 -1.4787
I -2.7966 2.2272 -2.2832
H -0.9774 3.8930 -1.3113
H -2.2319 4.7939 -2.2275
F -2.3726 1.3193 0.7523

---

[2]
24
Properties=species:S:1:pos:R:3 method="wB97M-V/def2-TZVPD" charge=+1 orbital_gap_ev=10.5 lumo_energy_ev=-4.63 de_lowest_kj_mol=115.57
C -2.5617 1.3552 -1.1913
C -1.7955 0.5263 -0.1724
C -0.5343 1.2304 0.3649
C 0.6487 1.3120 -0.6001
C 2.3912 -0.3375 -0.7736
N 1.1676 -0.0279 -0.8138
H -3.4513 0.8191 -1.4621
H -2.8433 2.3508 -0.8316
H -1.9837 1.6124 -2.0821
H -2.4158 0.4550 0.7050
H -1.5578 -0.4414 -0.6072
H -0.8134 2.2288 0.6854
H -0.1870 0.7007 1.2510
H 0.3330 1.7323 -1.5579
H 1.4415 1.9000 -0.1331
H 2.7159 -1.3508 -0.9718
H 3.1375 0.3747 -0.4354
H 0.5673 -0.7224 -1.2628
H -0.0010 -2.3513 0.2938
H 1.2448 -2.9010 0.7791
O 0.7717 -2.8110 -0.0660
H 1.7973 -1.3565 3.1763
H 0.8039 -2.5390 3.0969
O 1.1241 -1.7589 2.6088

---

[3]
49
Properties=species:S:1:pos:R:3 method="wB97M-V/def2-TZVPD" smiles=COCCO[Si](CCCN)(OCCOC)OCCOC orbital_gap_ev=9.7 lumo_energy_ev=0.77
O -1.9406 -1.7064 3.3914
O -1.2580 4.4333 -0.8199
O 2.5100 -0.5300 2.9017
O -1.3871 -1.0131 0.5031
O -0.5995 1.3913 -0.6024
O 1.1572 -0.6062 -0.2559
N 0.8780 -3.1047 -3.4705
C -2.6402 -0.6506 2.8801
C 0.0128 4.1770 -1.2718
C 3.0736 0.6493 3.2313
C -0.8753 -2.2684 2.5266
C -2.2169 3.2675 -0.8200
C 2.6955 -0.7296 1.4836
C -1.1282 -2.2473 1.0069
C -1.6703 2.0700 0.0202
C 1.8677 0.1899 0.6354
C 1.1956 -1.7278 -3.2089
C -0.0282 -0.7763 -3.3225
C -0.9869 -1.0339 -2.1884
Si -0.4091 -0.2628 -0.5418
H 1.4832 -3.7771 -3.1086
H 0.6570 -3.3483 -4.4191
H -3.3958 -0.4122 3.6132
H -3.1282 -0.8961 1.9100
H -1.9749 0.1946 2.5621
H 0.5824 3.4428 -0.6970
H -0.1477 3.8826 -2.3513
H 0.5057 5.2305 -1.2837
H 4.1228 0.6339 3.1917
H 2.8359 0.8950 4.2855
H 2.6991 1.3951 2.5400
H 0.0001 -1.5760 2.7818
H -0.5249 -3.2251 2.8383
H -2.3957 3.0066 -1.8601
H -3.2182 3.6195 -0.5086
H 2.3479 -1.7370 1.2489
H 3.7764 -0.4535 1.2914
H -0.3339 -2.7668 0.5579
H -2.0903 -2.7871 0.8852
H -1.4136 2.3992 0.9517
H -2.4717 1.3341 0.2144
H 1.1942 0.7695 1.2584
H 2.4322 0.8657 0.0510
H 1.5738 -1.6350 -2.1235
H 2.0859 -1.4260 -3.8191
H -0.5603 -0.9698 -4.2818
H 0.2850 0.2894 -3.3457
H -1.8952 -0.4408 -2.2995
H -1.2813 -2.0285 -2.1619

---

[4]
24
Properties=species:S:1:pos:R:3 method="wB97M-V/def2-TZVPD" smiles="C=CCCC[C@@H](C)[NH3+]" charge=+1 orbital_gap_ev=9.3 lumo_energy_ev=-3.44 de_lowest_kj_mol=312.18
C 1.1334 2.0946 -0.5640
C 0.9052 0.6329 -0.5223
C 0.9121 0.1103 0.9195
C 0.0219 -0.9508 1.2934
C -1.0092 -1.5766 0.1961
C -2.0439 -0.5579 -0.3519
C -3.2802 -0.4360 0.2296
N 2.1069 -0.0337 -1.2515
H 0.7160 2.6519 -1.3434
H 2.0723 2.4305 -0.1575
H 0.4524 2.6891 0.2017
H -0.0947 0.4443 -1.0254
H 1.8577 -0.1932 1.1981
H 0.5458 0.9481 1.5685
H 0.5125 -1.8993 1.7771
H -0.5654 -0.6404 2.1983
H -0.3550 -1.9177 -0.6539
H -1.4864 -2.4572 0.6233
H -1.7697 0.0950 -1.2916
H -3.9382 0.2665 0.0214
H -3.6238 -1.0395 1.0706
H 2.5617 -0.7070 -0.6157
H 2.7075 0.6011 -1.6065
H 1.6610 -0.5549 -1.9138

---

[5]
70
Properties=species:S:1:pos:R:3 method="wB97M-V/def2-TZVPD" smiles=COCCNCCOC.OCCO.OCCO.OCCO.OCCO.O.O orbital_gap_ev=9.1 lumo_energy_ev=-0.02 de_lowest_kj_mol=0.00
C -0.9949 0.3946 -3.4828
O -1.2222 -0.6824 -2.6073
C -1.6183 -0.2824 -1.3041
C -3.1009 -0.0856 -1.1941
N -3.8188 -1.3497 -1.2955
C -5.1543 -1.3178 -0.6848
C -5.7741 -2.6968 -0.6067
O -5.4353 -3.4063 0.5663
C -4.1258 -3.9237 0.5727
H -1.8048 1.1305 -3.4367
H -0.9444 -0.0190 -4.4883
H -0.0569 0.9081 -3.2406
H -1.1157 0.6576 -1.0314
H -1.2816 -1.0556 -0.6149
H -3.4172 0.6489 -1.9493
H -3.2929 0.3551 -0.2119
H -3.9365 -1.6059 -2.2677
H -5.8348 -0.6537 -1.2490
H -5.0980 -0.9213 0.3297
H -5.5026 -3.2863 -1.4966
H -6.8620 -2.6287 -0.5811
H -3.9720 -4.3842 1.5487
H -3.3752 -3.1364 0.4604
H -4.0023 -4.6857 -0.2041
C 1.9469 1.0282 4.2805
C 3.3705 1.0579 3.7154
O 4.2785 0.3826 4.5523
O 1.8879 1.7409 5.5138
H 1.6735 -0.0080 4.4854
H 1.2696 1.4465 3.5285
H 3.6630 2.1122 3.6258
H 3.3806 0.5972 2.7287
H 4.3048 0.8806 5.3766
H 1.6027 2.6374 5.3219
C -3.0062 3.5402 1.0942
C -1.9892 3.6094 -0.0163
O -0.7068 3.1164 0.2914
O -3.3335 2.1453 1.3714
H -3.9275 4.0304 0.7678
H -2.6496 4.0094 2.0132
H -1.8910 4.6597 -0.3010
H -2.4001 3.1093 -0.9089
H -0.7735 2.2488 0.7101
H -4.1025 2.1259 1.9493
C 6.8065 0.5484 0.0819
C 5.3505 0.1959 0.1731
O 4.6239 1.4131 0.2455
O 7.1443 1.0720 -1.2004
H 7.4061 -0.3475 0.2460
H 7.0357 1.2770 0.8646
H 5.1604 -0.4195 1.0646
H 5.0609 -0.3873 -0.7095
H 3.6844 1.2088 0.3753
H 6.6146 1.8688 -1.3088
C 2.0555 -2.1616 -3.5839
C 2.4083 -1.9757 -2.1225
O 1.3140 -1.5060 -1.3419
O 1.4036 -3.3907 -3.8569
H 2.9755 -2.1375 -4.1735
H 1.4585 -1.3109 -3.9329
H 3.2003 -1.2231 -2.0849
H 2.7966 -2.9185 -1.7295
H 0.4990 -1.8525 -1.7221
H 0.4533 -3.2688 -3.7778
O -0.7531 0.6892 1.8118
H -0.5944 -0.1135 2.3169
H -1.7009 0.8893 1.9160
O 1.9371 0.6091 0.3609
H 1.0888 0.9100 0.7025
H 1.7141 -0.1123 -0.2454

---

[6]
19
Properties=species:S:1:pos:R:3 method="wB97M-V/def2-TZVPD" smiles=PN1SN(P)c2ccccc21 orbital_gap_ev=7.6 lumo_energy_ev=-0.30 de_lowest_kj_mol=0.00
C -0.3167 2.4265 -0.1841
C 0.9815 2.2528 -0.6870
C -1.1889 1.3970 0.1439
C 1.4543 0.9104 -0.7712
C -0.7308 0.0662 -0.0516
C 0.6051 -0.0814 -0.4215
N -1.4358 -1.1169 0.0800
N 1.1074 -1.4050 -0.4316
P -3.0176 -1.3133 0.5707
P 2.0700 -2.0218 0.8501
S -0.2764 -2.3968 -0.8786
H -0.6532 3.5334 -0.0134
H 1.7228 3.0245 -0.8365
H -2.1450 1.6481 0.6750
H 2.4194 0.6610 -1.0058
H -2.6869 -2.5676 1.3788
H -3.5066 -2.2541 -0.2823
H 2.1036 -0.6716 1.4871
H 3.4939 -2.0913 0.3782